Molecular formula: CH6NOPS
Method: DFT, ωB97M-V with the def2-TZVPD basis set

Frontier orbital gap = 9.337 eV

CARTESIAN COORDINATES (ANGSTROEM)
C: -0.657 -0.629 0.553
N: -2.330 1.574 0.599
O: 2.591 -0.979 -0.421
P: -1.133 1.016 -0.207
S: -0.503 1.670 -1.926
H: -1.455 -0.809 1.267
H: -0.558 -1.245 -0.291
H: 0.358 -0.553 1.056
H: 3.087 -1.556 0.261
H: -2.730 2.407 0.186
H: 3.332 -0.897 -1.076



Molecular formula: C2H6O6S3
Method: DFT, ωB97M-V with the def2-TZVPD basis set

Frontier orbital gap (alpha / beta) = 9.523 / 4.510 eV

CARTESIAN COORDINATES (ANGSTROEM)
C: -3.390 -0.793 1.156
C: 3.712 0.618 -1.237
O: -2.584 -1.593 -1.153
O: -3.281 0.745 -1.061
O: 1.088 -1.334 -0.544
O: 4.249 -0.405 1.053
O: -0.645 -2.363 0.893
O: -1.109 -0.103 -0.161
S: -2.649 -0.346 -0.392
S: 3.856 -0.872 -0.294
S: -0.354 -1.739 -0.397
H: -2.904 -1.604 1.564
H: -3.336 0.157 1.969
H: -4.474 -1.014 0.900
H: 4.654 0.854 -1.569
H: 3.085 0.529 -2.214
H: 3.501 1.505 -0.622



Molecular formula: C15H30BBrO13V
Method: DFT, ωB97M-V with the def2-TZVPD basis set

Frontier orbital gap (alpha / beta) = 1.453 / 1.804 eV
Multiplicity = 2

CARTESIAN COORDINATES (ANGSTROEM)
O: -1.040 8.857 10.500
V: -1.177 9.596 9.106
Br: 2.744 10.234 8.072
O: -12.217 11.288 11.764
C: -11.509 10.858 10.825
O: -10.459 10.025 10.843
B: -9.880 9.943 9.509
O: -10.660 10.858 8.638
C: -11.660 11.379 9.334
O: -12.567 12.104 8.976
O: -9.854 8.570 8.954
C: -8.594 8.175 8.868
O: -8.217 7.030 8.563
C: -7.679 9.438 9.181
O: -8.458 10.391 9.519
O: -6.435 9.473 9.149
C: 1.248 9.719 16.703
C: 0.259 8.585 16.985
C: -0.344 8.699 18.408
O: -0.799 8.632 16.042
H: 0.756 10.673 16.891
H: 1.519 9.733 15.648
H: 2.099 9.661 17.381
H: 0.824 7.657 16.905
H: 0.411 8.448 19.154
H: -1.190 8.013 18.413
H: -0.792 9.685 18.533
H: -1.373 9.383 16.209
C: -2.023 13.730 13.544
C: -3.082 13.132 12.615
C: -4.313 14.001 12.505
O: -2.482 13.049 11.329
H: -1.776 14.742 13.224
H: -1.061 13.218 13.538
H: -2.353 13.831 14.578
H: -3.345 12.096 12.831
H: -4.716 14.227 13.492
H: -5.045 13.542 11.841
H: -4.068 14.994 12.128
H: -2.438 13.963 11.037
C: -0.489 5.999 4.245
C: -1.694 5.834 5.138
C: -2.149 4.373 5.192
O: -1.263 6.172 6.430
H: 0.399 5.528 4.666
H: -0.275 7.053 4.065
H: -0.717 5.550 3.278
H: -2.523 6.472 4.831
H: -2.440 3.926 4.241
H: -3.053 4.276 5.793
H: -1.383 3.712 5.599
H: -0.714 5.458 6.763
C: -0.644 13.056 3.493
C: -1.327 13.245 4.847
O: -1.870 12.010 5.314
H: -0.144 13.978 3.198
H: -1.415 12.772 2.776
H: 0.161 12.325 3.571
H: -2.124 13.983 4.762
H: -0.642 13.529 5.645
H: -2.568 11.825 4.681



Molecular formula: C4H12
Method: DFT, ωB97M-V with the def2-TZVPD basis set

Frontier orbital gap = 12.469 eV
SMILES = CC.CC

CARTESIAN COORDINATES (ANGSTROEM)
C: -1.045 -0.841 0.881
C: -1.788 -1.740 1.845
H: -0.212 -0.315 1.393
H: -0.672 -1.236 -0.060
H: -1.658 0.001 0.500
H: -2.873 -1.738 1.649
H: -1.709 -1.472 2.917
H: -1.483 -2.791 1.854
C: 1.288 0.610 -0.991
C: 1.532 1.922 -1.674
H: 0.864 0.762 -0.006
H: 0.647 -0.061 -1.566
H: 2.239 0.124 -0.940
H: 2.562 2.253 -1.359
H: 1.511 1.798 -2.817
H: 0.795 2.726 -1.626



Molecular formula: C65H64OP2Pd
Method: DFT, ωB97M-V with the def2-TZVPD basis set

Frontier orbital gap = 1.310 eV

CARTESIAN COORDINATES (ANGSTROEM)
C: -1.113 -2.490 1.834
C: 0.001 -1.440 1.688
C: -0.328 -0.569 0.470
C: 0.008 -0.546 2.938
C: 1.399 -2.105 1.573
C: 2.610 -1.276 1.390
O: 2.495 -0.043 1.138
C: 3.926 -1.949 1.545
C: 5.233 -1.126 1.666
C: 6.473 -2.029 1.819
C: 5.132 -0.237 2.913
C: 5.447 -0.236 0.440
C: 3.955 -3.319 1.691
C: 2.792 -4.080 1.819
C: 1.540 -3.464 1.759
H: -1.008 -3.075 2.759
H: -2.099 -2.002 1.864
H: -1.123 -3.190 0.985
H: 0.409 0.234 0.375
H: -0.325 -1.165 -0.452
H: -1.327 -0.124 0.585
H: 0.765 0.236 2.815
H: -0.971 -0.072 3.100
H: 0.258 -1.140 3.828
H: 6.592 -2.698 0.954
H: 7.385 -1.413 1.886
H: 6.422 -2.637 2.734
H: 4.307 0.472 2.788
H: 4.933 -0.851 3.801
H: 6.068 0.315 3.068
H: 4.589 0.430 0.317
H: 6.362 0.361 0.565
H: 5.551 -0.850 -0.462
H: 4.914 -3.840 1.752
H: 2.864 -5.153 1.998
H: 0.659 -4.095 1.894
C: -1.589 7.242 2.265
C: -0.851 6.528 1.301
C: -1.342 6.377 0.005
C: -2.627 6.896 -0.298
C: -3.466 6.307 -1.324
C: -4.805 6.246 -1.048
C: -5.931 5.556 -1.674
C: -6.154 5.544 -3.132
C: -7.312 4.916 -3.603
C: -7.523 4.741 -4.964
C: -6.615 5.276 -5.885
C: -5.492 5.979 -5.431
C: -5.278 6.154 -4.060
Pd: -6.220 3.541 -0.840
P: -6.347 3.480 1.392
C: -6.803 5.135 1.995
C: -5.902 5.919 2.738
C: -6.310 7.150 3.244
C: -7.600 7.625 2.973
C: -8.469 6.886 2.163
C: -8.071 5.642 1.667
C: -7.626 2.348 2.014
C: -8.330 2.689 3.184
C: -9.378 1.882 3.627
C: -9.752 0.754 2.884
C: -9.028 0.384 1.739
C: -7.944 1.161 1.322
C: -4.829 3.148 2.333
C: -4.940 2.620 3.630
C: -3.806 2.524 4.432
C: -2.551 2.868 3.911
C: -2.431 3.354 2.606
C: -3.570 3.527 1.819
P: -5.246 1.795 -1.898
C: -3.589 2.256 -2.443
C: -2.400 1.590 -2.089
C: -1.173 2.110 -2.507
C: -1.120 3.282 -3.270
C: -2.303 3.937 -3.637
C: -3.529 3.394 -3.260
C: -5.044 0.321 -0.898
C: -5.666 -0.895 -1.222
C: -5.609 -1.951 -0.316
C: -4.958 -1.796 0.912
C: -4.327 -0.587 1.238
C: -4.341 0.454 0.312
C: -6.189 1.448 -3.391
C: -5.554 1.349 -4.641
C: -6.308 1.144 -5.793
C: -7.699 1.017 -5.708
C: -8.342 1.113 -4.467
C: -7.589 1.330 -3.310
C: -3.209 7.840 0.591
C: -2.717 7.979 1.877
H: -1.300 7.206 3.321
H: 0.095 6.057 1.591
H: -0.819 5.784 -0.755
H: -2.998 5.817 -2.179
H: -5.140 6.727 -0.126
H: -6.848 5.765 -1.086
H: -8.026 4.516 -2.883
H: -8.386 4.169 -5.303
H: -6.807 5.164 -6.956
H: -4.768 6.373 -6.154
H: -4.423 6.729 -3.699
H: -4.896 5.548 2.947
H: -5.613 7.728 3.854
H: -7.923 8.577 3.398
H: -9.462 7.273 1.924
H: -8.745 5.059 1.036
H: -8.058 3.590 3.740
H: -9.896 2.151 4.552
H: -10.606 0.159 3.209
H: -9.312 -0.516 1.175
H: -7.342 0.864 0.455
H: -5.918 2.300 4.003
H: -3.913 2.171 5.458
H: -1.661 2.752 4.530
H: -1.450 3.607 2.195
H: -3.487 3.943 0.811
H: -2.445 0.662 -1.523
H: -0.249 1.592 -2.237
H: -0.160 3.701 -3.583
H: -2.276 4.869 -4.211
H: -4.462 3.872 -3.574
H: -6.183 -0.997 -2.175
H: -6.086 -2.901 -0.563
H: -4.937 -2.617 1.632
H: -3.848 -0.435 2.212
H: -3.842 1.398 0.552
H: -4.469 1.416 -4.710
H: -5.804 1.082 -6.762
H: -8.285 0.844 -6.614
H: -9.431 1.021 -4.405
H: -8.090 1.430 -2.345
H: -4.119 8.370 0.298
H: -3.239 8.633 2.578



E_tot (computed, a.u.): -911.227030 -1725.631473 -5110.409909 -159.563883 -3400.987662